# 1
Molecular formula: C25H42NO13Ti
Method: DFT, the ωB97M-V functional and the def2-TZVPD basis

Properties
Gap between HOMO and LUMO (alpha / beta) (eV): 5.599 / 4.362
2S+1: 4
HOMO level (alpha / beta) (eV): -4.8 / -4.4
<S²>: 3.763
Net charge: 0

Each line ends with the Mulliken spin population.
Geometry (Å):
Ti: -0.596 1.022 -0.503  1.957
C: 2.693 -0.099 3.410  0.017
C: 1.670 -1.269 3.695  0.011
C: 2.297 -2.206 4.968  0.014
C: 2.178 -1.594 6.371  -0.003
C: 0.709 -1.091 6.573  0.008
C: 0.049 -0.358 5.363  0.014
N: 0.169 -1.123 4.114  0.236
O: -0.719 -0.642 3.029  0.702
C: 0.440 1.127 5.277  0.014
C: -1.363 -0.252 5.919  -0.008
C: 1.825 -2.078 2.371  0.006
H: 3.570 -0.387 2.829  0.001
H: 3.207 0.170 4.333  -0.003
H: 2.273 0.761 2.888  -0.004
H: 3.291 -2.620 4.798  0.000
H: 1.745 -3.134 4.820  -0.003
H: 2.977 -0.878 6.566  0.000
H: 2.609 -2.202 7.166  0.000
H: 0.776 -0.263 7.278  0.000
H: 0.082 -1.963 6.763  0.002
H: -0.215 1.695 4.616  -0.006
H: 1.485 1.305 5.025  0.000
H: 0.317 1.653 6.224  0.001
H: -2.005 0.157 5.139  0.001
H: -1.457 0.478 6.723  0.001
H: -1.824 -1.236 6.009  -0.003
H: 1.415 -1.673 1.445  -0.004
H: 1.385 -3.075 2.388  0.000
H: 2.884 -2.333 2.424  0.001
C: -8.546 3.161 -1.989  0.000
C: -7.809 2.056 -1.287  0.000
C: -7.952 0.769 -2.057  0.000
O: -6.668 0.209 -1.955  0.002
C: -5.869 1.094 -1.494  0.002
O: -4.731 0.837 -1.402  0.015
O: -6.483 2.287 -1.408  -0.001
H: -9.584 2.881 -2.168  0.000
H: -7.991 3.478 -2.873  0.000
H: -8.557 4.154 -1.540  0.000
H: -7.964 2.116 -0.210  0.000
H: -8.023 0.954 -3.129  0.000
H: -8.752 0.104 -1.731  0.000
C: 8.171 1.705 -2.506  0.000
C: 7.205 1.426 -1.282  0.000
C: 6.723 2.633 -0.590  0.000
O: 5.317 2.631 -0.855  -0.001
C: 4.973 1.454 -1.462  0.003
O: 3.898 1.169 -1.894  0.006
O: 6.076 0.781 -1.808  0.000
H: 8.699 0.758 -2.614  0.000
H: 8.934 2.461 -2.317  0.000
H: 7.657 1.864 -3.454  0.000
H: 7.541 0.821 -0.439  0.000
H: 7.205 3.422 -1.168  0.000
H: 7.141 2.579 0.415  0.000
C: -3.723 -6.426 -3.207  0.000
C: -3.191 -5.625 -2.034  0.000
C: -1.778 -6.259 -1.717  0.000
O: -0.949 -5.110 -1.563  0.000
C: -1.570 -4.029 -2.183  0.003
O: -1.035 -2.918 -2.397  0.006
O: -2.844 -4.348 -2.566  -0.001
H: -3.974 -7.451 -2.936  0.000
H: -3.049 -6.519 -4.059  0.000
H: -4.566 -5.972 -3.728  0.000
H: -3.830 -5.599 -1.152  0.000
H: -1.420 -6.797 -2.595  0.000
H: -1.836 -6.994 -0.914  0.000
C: 2.029 3.614 -6.154  0.000
C: 0.907 4.234 -5.205  0.001
C: -0.180 3.242 -4.925  -0.002
O: -0.548 3.574 -3.572  0.013
C: 0.573 4.029 -2.959  -0.007
O: 0.644 4.007 -1.738  0.007
O: 1.381 4.516 -3.856  0.003
H: 2.875 4.263 -6.378  0.000
H: 1.550 3.558 -7.132  0.000
H: 2.344 2.719 -5.617  0.000
H: 0.594 5.194 -5.616  0.000
H: 0.149 2.206 -4.992  -0.001
H: -1.033 3.194 -5.603  0.001



# 2
Molecular formula: C25H43AsMoNO5Si4Te
Method: DFT, the ωB97M-V functional and the def2-TZVPD basis

Properties
Gap between HOMO and LUMO (alpha / beta) (eV): 4.987 / 4.923
2S+1: 1
HOMO level (alpha / beta) (eV): -14.9 / -14.9
Net charge: +3

Each line ends with the Mulliken charge.
Geometry (Å):
Mo: 0.851 0.940 2.056  0.472
O: 3.049 -2.786 6.490  -0.451
C: 2.489 -2.058 5.544  0.837
C: 1.206 -1.487 5.650  -0.473
C: 0.747 -0.762 4.574  0.331
N: 1.459 -0.617 3.466  -0.521
C: 2.708 -1.069 3.393  0.704
C: 3.273 -1.810 4.398  -0.546
C: 3.414 -0.516 2.189  -0.169
O: 4.511 -0.724 1.819  -0.459
O: 2.562 0.404 1.547  -0.408
C: -0.491 0.090 4.540  0.076
O: -1.360 0.142 5.332  -0.452
O: -0.446 0.902 3.401  -0.616
H: 2.501 -2.883 7.282  0.346
H: 0.609 -1.573 6.549  0.483
H: 4.296 -2.158 4.346  0.611
C: -1.021 -5.163 1.115  -0.815
Si: -2.453 -4.961 -0.004  0.346
C: -2.419 -5.719 -1.662  -0.797
C: -3.921 -4.040 0.569  -0.863
Si: -0.507 -1.521 -1.501  0.176
Te: -0.742 0.280 0.051  0.180
Si: -2.278 -1.075 -3.105  0.338
C: -1.671 0.507 -3.888  -0.806
C: -2.262 -2.487 -4.323  -0.865
C: -3.897 -0.885 -2.199  -0.900
Si: 1.745 -2.255 -1.945  0.305
C: 2.442 -0.697 -2.704  -0.997
C: 1.644 -3.670 -3.152  -0.975
C: 2.546 -2.712 -0.326  -0.407
H: -1.258 -5.951 1.841  0.425
H: -0.834 -4.250 1.684  0.265
H: -0.120 -5.466 0.581  0.324
H: -2.745 -6.764 -1.561  0.422
H: -1.413 -5.746 -2.086  0.307
H: -3.111 -5.235 -2.352  0.283
H: -4.511 -4.694 1.225  0.404
H: -4.563 -3.737 -0.257  0.325
H: -3.638 -3.168 1.162  0.356
H: -0.750 0.357 -4.454  0.327
H: -1.505 1.302 -3.161  0.155
H: -2.436 0.848 -4.591  0.408
H: -1.275 -2.648 -4.756  0.305
H: -2.934 -2.236 -5.148  0.399
H: -2.615 -3.429 -3.902  0.159
H: -3.800 -0.360 -1.247  0.326
H: -4.373 -1.850 -2.019  0.228
H: -4.580 -0.302 -2.821  0.372
H: 2.017 -0.493 -3.688  0.362
H: 3.519 -0.835 -2.834  0.415
H: 2.293 0.179 -2.071  0.251
H: 1.033 -3.432 -4.024  0.302
H: 1.259 -4.583 -2.693  0.283
H: 2.648 -3.900 -3.519  0.390
H: 2.339 -1.968 0.440  -0.362
H: 3.630 -2.756 -0.458  0.403
H: 2.221 -3.690 0.033  0.389
C: 0.053 4.551 2.494  -1.254
As: 0.669 3.367 1.097  1.314
C: 2.480 3.957 0.750  -1.297
C: -0.363 3.847 -0.496  -1.162
C: -0.312 5.325 -0.757  0.234
C: -1.319 6.155 -0.271  -0.352
C: -1.269 7.522 -0.498  -0.658
C: -0.211 8.070 -1.212  -0.500
C: 0.790 7.247 -1.707  -0.728
C: 0.740 5.879 -1.482  -0.281
H: 0.092 5.569 2.106  0.439
H: 0.706 4.458 3.359  0.434
H: -0.968 4.300 2.776  0.371
H: 2.450 5.025 0.538  0.469
H: 2.893 3.418 -0.100  0.363
H: 3.094 3.772 1.630  0.442
H: -1.385 3.508 -0.313  0.635
H: 0.047 3.266 -1.325  0.525
H: -2.155 5.733 0.276  0.389
H: -2.060 8.159 -0.127  0.431
H: -0.174 9.135 -1.391  0.417
H: 1.606 7.669 -2.278  0.424
H: 1.512 5.240 -1.896  0.443



# 3
Molecular formula: C25H43F3P2Pd
Method: DFT, the ωB97M-V functional and the def2-TZVPD basis

Properties
Gap between HOMO and LUMO (alpha / beta) (eV): 5.197 / 3.733
2S+1: 5
HOMO level (alpha / beta) (eV): -12.1 / -12.3
<S²>: 6.231
Net charge: +2

Each line ends with the Mulliken spin population.
Geometry (Å):
Pd: -0.500 1.656 -3.867  0.236
C: -0.558 -2.211 0.675  0.308
C: 0.764 -2.266 0.148  0.369
C: 0.723 -0.687 1.820  0.368
C: -0.585 -1.224 1.691  0.313
C: 1.559 -1.330 0.869  0.335
C: -1.707 -3.035 0.256  0.017
H: -1.440 -3.687 -0.582  -0.004
H: -2.554 -2.406 -0.055  0.021
H: -2.064 -3.672 1.080  0.026
C: -1.774 -0.860 2.489  0.019
H: -2.645 -0.713 1.836  0.016
H: -1.604 0.061 3.055  -0.001
H: -2.032 -1.653 3.205  0.030
C: 1.151 0.315 2.818  0.001
H: 1.499 -0.167 3.747  0.039
H: 0.324 0.985 3.088  0.008
H: 1.984 0.915 2.430  0.008
C: 3.009 -1.113 0.702  -0.001
H: 3.595 -1.737 1.396  0.041
H: 3.280 -0.066 0.892  0.009
H: 3.324 -1.372 -0.315  0.005
C: 1.236 -3.160 -0.926  0.011
H: 1.539 -4.145 -0.538  0.036
H: 2.103 -2.729 -1.442  0.004
H: 0.446 -3.329 -1.668  0.009
C: -2.023 1.385 -5.070  0.121
C: -2.148 -0.019 -4.998  0.455
C: -1.189 -1.056 -5.434  -0.031
C: 0.217 -1.010 -4.792  0.075
C: 0.802 0.371 -4.577  -0.237
C: 0.678 1.497 -5.462  0.401
C: -0.167 1.566 -6.737  0.041
C: -1.655 1.860 -6.464  0.111
H: -1.126 -1.094 -6.545  0.031
H: 0.879 -1.660 -5.373  -0.010
H: -1.666 -2.015 -5.181  0.013
H: -2.336 1.394 -7.191  -0.011
H: -2.878 1.892 -4.596  -0.004
H: -3.232 -0.367 -5.122  0.063
H: -1.827 2.943 -6.443  -0.013
H: 0.228 2.392 -7.341  0.001
H: 1.546 2.178 -5.432  -0.001
H: -0.078 0.679 -7.381  0.015
H: 0.163 -1.478 -3.801  -0.001
H: 1.655 0.404 -3.881  -0.003
P: -4.190 -1.713 -4.074  -0.199
P: 3.502 2.615 -1.022  0.004
C: 0.965 3.096 -2.655  0.462
C: 2.462 3.027 -2.610  -0.023
H: 0.522 3.240 -1.670  0.003
H: 0.652 3.911 -3.337  0.014
H: 2.856 2.367 -3.417  0.010
H: 2.817 4.057 -2.797  0.025
C: 3.452 4.122 0.036  0.002
H: 3.287 3.777 1.063  0.000
H: 2.630 4.788 -0.237  -0.001
H: 4.402 4.670 -0.004  0.000
C: 5.207 2.758 -1.683  0.001
H: 5.574 3.779 -1.796  -0.001
H: 5.259 2.259 -2.650  0.000
H: 5.847 2.215 -0.980  0.000
C: -5.618 -0.949 -4.911  0.017
H: -6.481 -1.593 -4.716  -0.009
H: -5.429 -0.782 -5.984  -0.006
H: -5.791 0.022 -4.455  -0.001
C: -4.096 -3.167 -5.190  0.015
H: -3.220 -3.756 -4.892  -0.002
H: -4.012 -2.883 -6.255  -0.006
H: -4.982 -3.786 -5.023  -0.006
F: -1.424 -0.259 -1.906  0.034
C: -1.479 1.110 -2.056  0.330
F: -2.811 1.457 -2.099  0.060
F: -0.953 1.649 -0.921  0.036



# 4
Molecular formula: C25H43N3O12S2Si2
Method: DFT, the ωB97M-V functional and the def2-TZVPD basis

Properties
Gap between HOMO and LUMO (eV): 8.664
2S+1: 1
HOMO level (eV): -8.5
Net charge: 0

Each line ends with the Mulliken charge.
Geometry (Å):
N: 3.298 4.961 1.069  -0.435
C: 3.997 3.623 1.350  -0.306
Si: 4.670 2.855 -0.326  0.523
O: 5.135 1.201 0.043  -0.303
Si: 4.028 0.022 -0.643  0.609
S: 5.238 -1.788 -0.981  -0.422
C: 2.638 -0.555 0.619  -0.484
C: 1.586 0.681 0.854  -0.381
S: -0.214 0.107 0.570  0.009
C: -0.971 1.521 -0.399  0.318
N: -1.928 1.563 -1.571  -0.280
N: -2.016 2.957 -1.790  -0.296
C: -1.172 3.768 -0.827  -0.015
O: -0.493 2.839 0.101  -0.224
H: 2.796 5.307 1.927  0.234
H: 2.547 4.702 0.368  0.143
H: 3.301 2.829 1.857  0.060
H: 4.939 3.819 2.053  0.319
H: 5.863 3.663 -0.654  -0.260
H: 3.729 3.005 -1.427  -0.104
H: 3.474 0.375 -1.943  -0.152
H: 5.519 -2.204 0.360  0.130
H: 2.140 -1.539 0.202  0.312
H: 3.202 -0.730 1.655  0.287
H: 1.792 1.486 0.003  0.060
H: 1.713 1.247 1.872  0.329
H: -0.996 4.928 -0.730  0.305
O: 2.528 6.110 -1.751  -0.526
C: 2.703 7.287 -1.485  0.531
O: 3.080 7.752 -0.257  -0.308
C: 3.082 9.179 -0.277  -0.477
C: 3.215 9.556 -1.729  -0.484
C: 2.495 8.432 -2.430  -0.447
H: 2.144 9.536 0.161  0.264
H: 3.918 9.554 0.320  0.302
H: 2.808 10.545 -1.956  0.316
H: 4.273 9.551 -2.018  0.268
H: 1.423 8.630 -2.521  0.263
H: 2.935 8.221 -3.407  0.290
O: -0.615 -2.798 1.988  -0.581
C: -1.763 -3.088 2.281  0.357
O: -2.265 -4.357 2.263  -0.315
C: -3.662 -4.313 2.553  -0.282
C: -3.875 -3.013 3.282  -0.344
C: -2.835 -2.113 2.665  -0.365
H: -4.216 -4.357 1.610  0.144
H: -3.938 -5.175 3.167  0.397
H: -4.895 -2.630 3.190  0.161
H: -3.659 -3.146 4.349  0.293
H: -3.208 -1.619 1.763  0.234
H: -2.462 -1.379 3.383  0.303
O: -1.743 -7.639 4.388  -0.602
C: -0.737 -7.577 3.701  0.481
O: 0.264 -8.506 3.715  -0.370
C: 1.328 -8.060 2.875  -0.408
C: 0.699 -7.075 1.925  -0.627
C: -0.394 -6.460 2.762  0.163
H: 2.098 -7.599 3.502  0.238
H: 1.764 -8.914 2.348  0.344
H: 1.410 -6.345 1.528  0.344
H: 0.255 -7.610 1.076  0.292
H: -0.031 -5.605 3.340  0.139
H: -1.256 -6.179 2.153  0.048
O: 4.733 1.183 -3.626  -0.584
C: 3.779 1.087 -4.380  0.592
O: 2.996 -0.025 -4.493  -0.347
C: 2.048 0.174 -5.541  -0.468
C: 1.938 1.668 -5.699  -0.476
C: 3.325 2.141 -5.343  -0.377
H: 2.423 -0.313 -6.447  0.269
H: 1.092 -0.279 -5.264  0.327
H: 1.614 1.973 -6.697  0.328
H: 1.217 2.066 -4.973  0.251
H: 3.989 2.142 -6.212  0.270
H: 3.304 3.126 -4.870  0.238
O: -7.213 -2.948 3.316  -0.594
C: -7.511 -3.258 2.174  0.560
O: -6.635 -3.273 1.127  -0.325
C: -7.345 -3.575 -0.073  -0.412
C: -8.601 -4.276 0.373  -0.519
C: -8.885 -3.629 1.705  -0.475
H: -7.557 -2.638 -0.599  0.261
H: -6.729 -4.211 -0.716  0.311
H: -9.422 -4.185 -0.342  0.327
H: -8.397 -5.344 0.520  0.272
H: -9.483 -2.720 1.596  0.268
H: -9.363 -4.327 2.397  0.294



Energy relative to the best compared isomer or geometry (same formula, charge and spin) list, top to bottom, in eV: 8.123, 0.939, 6.243, 2.972
Largest force on an atom list, top to bottom, in eV Å⁻¹: 5.47, 0.62, 6.79, 8.39
Calculated total energy list, top to bottom, in hartree: -2859.742186, -5138.509541, -2087.640943, -3420.844114